# 1
Computed, not measured: an isolated molecule of CH3NO4S in a non-equilibrium geometry, with the ωB97M-V functional and the def2-TZVPD basis.

```
10
Properties=species:S:1:pos:R:3:forces:R:3
C -0.54564 -0.72592 -1.38992 -0.725 -2.557 -4.884
N 0.40853 -0.06156 1.30829 1.122 0.180 -0.913
O 0.59042 -0.13498 -1.46346 2.173 1.214 0.877
O -1.32710 -0.69480 -0.53264 -2.714 -0.048 2.461
O 2.29119 1.36241 -0.43968 -1.756 -1.137 1.193
O -0.83360 0.49748 1.57079 -3.422 -1.090 1.110
S 0.88219 1.02230 -0.16168 0.726 0.571 -0.512
H -0.79339 -1.31816 -2.37362 0.821 0.854 1.333
H 1.06703 0.22568 2.07935 -0.978 -0.107 -0.817
H -1.73963 -0.17244 1.40258 4.753 2.121 0.152
```
Positions in Å, forces in eV/Å.

## Properties
LUMO level, hartree: 0.0180
Net charge: 0
Energy relative to the best compared isomer or geometry (same formula, charge and spin), kJ/mol: 187.2
Gap between HOMO and LUMO, eV: 10.33

# 2
Computed, not measured: a 2-piece molecular cluster, CH3NO4S overall in a non-equilibrium geometry, with the ωB97M-V functional and the def2-TZVPD basis.

```
10
Properties=species:S:1:pos:R:3:forces:R:3
C -0.26085 -0.03707 -0.59376 3.723 -0.111 -2.187
N 2.32529 2.80769 -1.71320 -2.781 0.024 0.415
O 3.00415 1.87513 -1.93763 1.341 0.467 -0.096
O 2.31553 3.97799 -1.51682 1.381 -0.497 -0.279
O -1.54271 2.06328 -1.65053 1.002 0.276 1.016
O -0.65680 2.11928 0.72152 -0.462 1.414 3.130
S -0.48343 1.85777 -0.64551 -1.012 -2.942 -3.853
H -1.11444 -0.57475 -0.23828 -0.458 0.228 0.786
H -0.03451 -0.45648 -1.64522 -0.551 1.083 1.374
H 0.76543 -0.16822 -0.06548 -2.183 0.058 -0.305
```
Positions in Å, forces in eV/Å.

## Properties
LUMO level (alpha / beta), hartree: -0.0443 / -0.0828
Net charge: 0
Energy relative to the best compared isomer or geometry (same formula, charge and spin), kJ/mol: 350.6
Gap between HOMO and LUMO (alpha / beta), eV: 8.59 / 7.84

# 3
Computed, not measured: a 2-piece molecular cluster, CH3NOP2S overall in a non-equilibrium geometry, with the ωB97M-V functional and the def2-TZVPD basis.

```
9
Properties=species:S:1:pos:R:3:forces:R:3
C -0.71701 -1.61212 -0.27202 1.294 -0.728 2.201
N 0.31566 -0.90051 -0.14467 0.432 -1.002 -0.709
O 1.93058 0.97130 0.02881 0.930 3.015 0.482
P 1.92905 -0.44148 -0.23936 -2.087 -2.438 -0.276
P -0.03423 2.62656 0.50927 0.526 -1.026 1.108
S -1.15071 1.95628 -0.87674 -0.534 0.018 -0.367
H -1.17761 -1.95322 -1.16907 -0.309 0.463 -1.146
H -1.10026 -2.14743 0.63342 -0.031 0.703 -0.474
H 0.00453 1.50062 1.53036 -0.221 0.996 -0.818
```
Positions in Å, forces in eV/Å.

## Properties
Structure (SMILES): C=NP=O.P=S
LUMO level, hartree: -0.0197
Net charge: 0
Energy relative to the best compared isomer or geometry (same formula, charge and spin), kJ/mol: 195.3
Gap between HOMO and LUMO, eV: 7.71

# 4
Computed, not measured: an isolated molecule of CH3NOS in a non-equilibrium geometry, with the ωB97M-V functional and the def2-TZVPD basis.

```
7
Properties=species:S:1:pos:R:3:forces:R:3
C 1.09523 -0.12498 -0.28374 0.037 -0.463 0.538
N 0.23066 0.76758 -0.45193 -0.523 0.871 -0.466
O -1.16412 -0.58502 1.40992 -0.433 3.641 -2.685
S -1.22781 0.69604 0.45184 0.489 -4.474 1.953
H 2.03519 -0.03953 -0.81179 0.083 0.017 -0.200
H 0.93980 -0.97262 0.38564 -0.023 0.034 0.120
H -1.90895 0.25853 -0.69995 0.370 0.373 0.741
```
Positions in Å, forces in eV/Å.

## Properties
LUMO level, hartree: 0.0140
Net charge: 0
Energy relative to the best compared isomer or geometry (same formula, charge and spin), kJ/mol: 258.0
Gap between HOMO and LUMO, eV: 10.25